(1)
{"formula": "C16H17N6ReS3", "method": "ωB97M-V/def2-TZVPD", "symbols": ["Re", "C", "N", "C", "C", "N", "C", "S", "C", "C", "C", "C", "C", "N", "H", "H", "H", "H", "H", "H", "H", "H", "H", "C", "C", "C", "C", "N", "C", "S", "N", "C", "H", "H", "H", "H", "H", "H", "H", "H", "S", "C", "N"], "coordinates": [[-0.794, -0.953, 0.136], [-0.603, -0.383, 5.345], [-0.561, 0.690, 4.320], [-0.274, 2.013, 4.594], [-0.343, 2.684, 3.436], [-0.680, 1.760, 2.437], [-0.806, 0.547, 3.022], [-1.082, -1.044, 2.348], [-1.005, 2.152, 1.096], [-1.280, 3.491, 0.869], [-1.645, 3.910, -0.393], [-1.749, 2.969, -1.408], [-1.454, 1.667, -1.105], [-1.059, 1.230, 0.123], [-0.238, 0.042, 6.273], [0.045, -1.199, 5.039], [-1.626, -0.726, 5.474], [-0.027, 2.353, 5.586], [-0.132, 3.717, 3.240], [-1.259, 4.208, 1.673], [-1.870, 4.954, -0.572], [-2.064, 3.235, -2.407], [-1.546, 0.902, -1.862], [3.114, -3.822, -3.890], [2.309, -2.894, -3.052], [2.320, -1.523, -3.144], [1.537, -0.749, -2.294], [0.716, -1.352, -1.398], [0.747, -2.705, -1.269], [-0.222, -3.278, 0.005], [1.516, -3.441, -2.083], [1.611, 0.734, -2.356], [3.484, -3.315, -4.777], [2.525, -4.692, -4.188], [3.972, -4.176, -3.310], [2.958, -1.042, -3.872], [1.511, -4.450, -1.961], [1.188, 1.084, -3.302], [2.658, 1.044, -2.346], [1.096, 1.205, -1.528], [-4.955, -2.107, -1.152], [-3.584, -1.590, -0.803], [-2.450, -1.150, -0.541]], "atomic_forces_ev_per_a": [[0.01, 0.09, 0.24], [0.07, 0.21, -0.24], [-0.05, -0.04, 0.46], [0.00, -0.24, 0.06], [0.09, -0.06, -0.23], [-0.04, 0.35, -0.23], [0.04, -0.13, 0.02], [0.36, 0.06, -0.06], [0.03, -0.22, 0.30], [-0.08, 0.06, 0.01], [-0.03, 0.12, -0.04], [-0.02, 0.05, 0.00], [0.06, -0.13, 0.09], [-0.03, 0.23, -0.27], [0.00, -0.01, 0.02], [-0.01, -0.02, 0.01], [-0.03, -0.02, -0.01], [-0.02, -0.01, 0.00], [-0.02, 0.01, -0.03], [-0.01, -0.01, 0.03], [0.00, -0.02, -0.01], [0.02, 0.00, 0.02], [0.06, 0.01, -0.03], [-0.08, 0.13, 0.11], [0.05, -0.21, -0.06], [0.08, 0.01, -0.09], [-0.14, 0.14, 0.15], [0.22, -0.06, 0.23], [-0.01, 0.10, 0.06], [0.09, -0.21, -0.10], [0.01, -0.07, -0.03], [0.00, -0.08, -0.03], [0.01, -0.01, 0.00], [0.00, 0.00, 0.00], [0.00, -0.01, -0.01], [-0.01, 0.00, 0.00], [-0.01, -0.02, -0.01], [-0.01, 0.01, 0.02], [-0.01, -0.01, -0.03], [-0.06, 0.03, 0.07], [-0.87, -0.27, -0.20], [1.45, 0.47, 0.35], [-1.12, -0.23, -0.54]], "total_charge": 3, "spin_multiplicity": 2, "homo_energy_ev": [-17.20, -17.88], "max_force_ev_per_a": 1.57, "e_tot_ha": -2220.37753}



(2)
{"formula": "C16H17NO", "method": "ωB97M-V/def2-TZVPD", "symbols": ["C", "C", "C", "C", "C", "C", "C", "C", "C", "N", "H", "H", "H", "H", "H", "H", "H", "H", "H", "C", "C", "C", "C", "C", "C", "C", "O", "H", "H", "H", "H", "H", "H", "H", "H"], "coordinates": [[2.226, 1.822, -2.935], [2.382, -0.889, -0.559], [2.392, 0.459, -0.883], [2.307, 0.551, -2.301], [2.224, -0.724, -2.823], [2.629, -1.330, 0.857], [2.671, -0.334, 1.730], [2.707, 1.071, 1.388], [2.606, 1.525, 0.076], [2.394, -1.592, -1.698], [2.688, -2.349, 1.227], [2.900, -0.611, 2.738], [2.309, -2.636, -1.877], [2.887, 1.809, 2.113], [2.427, -1.319, -3.826], [2.739, 2.475, -0.190], [2.193, 1.714, -4.017], [3.209, 2.464, -2.632], [1.455, 2.504, -2.422], [-3.266, 2.526, 1.906], [-3.510, 0.014, 2.293], [-3.157, 1.145, 1.481], [-3.504, -1.224, 1.622], [-2.848, -1.430, 0.408], [-2.464, 0.891, 0.287], [-2.255, -0.378, -0.254], [-2.708, -2.523, -0.381], [-3.687, 0.106, 3.339], [-3.836, -2.025, 2.073], [-3.317, 2.616, 2.957], [-4.128, 3.057, 1.447], [-2.113, 1.750, -0.128], [-3.278, -3.295, 0.030], [-1.844, -0.549, -1.249], [-2.539, 3.443, 1.596]], "atomic_forces_ev_per_a": [[1.77, 4.06, 0.64], [1.35, -1.16, 3.63], [0.14, 1.14, 0.16], [-0.60, -1.78, 0.04], [1.78, -1.98, 0.17], [-1.30, -0.09, -3.67], [0.89, 2.27, 1.06], [-0.23, -0.37, -1.83], [-0.79, -6.49, 1.71], [-1.00, -2.33, -2.82], [-0.01, -0.01, -0.55], [-0.17, 0.14, 0.66], [0.16, 2.17, 1.03], [0.17, 0.56, 1.21], [-0.89, 2.11, 1.94], [0.33, 3.73, -1.00], [-0.36, 0.61, 0.04], [-1.83, -1.46, -1.04], [0.53, -1.12, -1.35], [0.19, 4.48, -0.93], [0.60, 0.99, -3.16], [1.63, -2.46, 0.25], [2.29, 2.92, -1.50], [0.21, 1.63, -0.94], [-1.14, -2.15, 1.04], [-0.62, 1.99, 0.40], [-2.59, -4.12, 2.09], [-0.73, 0.02, 0.48], [-1.79, -4.12, 2.59], [-0.39, 0.17, 1.27], [-0.34, -0.79, 0.57], [1.15, 2.09, -1.73], [1.78, 2.08, -1.30], [0.24, 0.16, 0.45], [-0.45, -2.89, 0.41]], "homo_energy_ev": -7.90, "max_force_ev_per_a": 6.76, "smiles": "Cc1c[nH]c2ccccc12.Cc1ccc(O)cc1", "e_tot_ha": -749.77150}



(3)
{"formula": "C16H17NO", "method": "ωB97M-V/def2-TZVPD", "symbols": ["C", "C", "C", "C", "C", "C", "C", "C", "C", "N", "H", "H", "H", "H", "H", "H", "H", "H", "H", "C", "C", "C", "C", "C", "C", "C", "O", "H", "H", "H", "H", "H", "H", "H", "H"], "coordinates": [[-0.657, 0.197, -4.035], [1.003, 1.160, -2.282], [0.011, 1.322, -3.324], [1.405, 2.439, -1.886], [-0.056, 2.647, -3.577], [2.181, 0.218, -0.440], [2.652, 1.501, -0.128], [1.345, 0.038, -1.534], [2.324, 2.628, -0.863], [0.787, 3.357, -2.727], [2.421, -0.626, 0.188], [3.144, 1.566, 0.830], [0.820, -0.891, -1.719], [2.829, 3.519, -0.519], [-1.346, 0.568, -4.786], [-1.073, -0.593, -3.403], [-0.622, 3.226, -4.300], [1.287, 4.154, -3.071], [0.134, -0.413, -4.477], [-1.470, -0.630, 4.869], [-1.226, -0.962, 1.104], [-0.973, -2.318, 0.974], [-1.337, -0.397, 2.358], [-1.318, -1.210, 3.483], [-0.861, -3.142, 2.082], [-1.004, -2.565, 3.333], [-0.890, -2.789, -0.313], [-1.154, -0.323, 0.234], [-1.466, 0.673, 2.440], [-0.873, -4.220, 1.948], [-0.342, -3.586, -0.387], [-2.530, -0.411, 5.014], [-0.911, 0.300, 4.995], [-1.079, -3.144, 4.242], [-1.154, -1.296, 5.676]], "atomic_forces_ev_per_a": [[0.71, -0.54, 0.15], [-1.20, -0.09, 0.53], [0.16, -0.19, -0.04], [0.96, 0.59, -0.91], [0.10, 0.39, -0.34], [-0.49, 0.02, -0.62], [-0.33, -0.79, 0.30], [0.02, 0.17, 0.44], [0.41, -0.67, 0.86], [0.01, -0.24, 0.37], [0.04, 0.00, 0.16], [0.61, 0.39, -0.13], [0.34, -0.23, -0.08], [-0.58, 0.56, -0.40], [-0.14, -0.30, -0.05], [-0.68, 0.62, 0.34], [-0.01, -0.36, 0.04], [-0.07, 0.35, 0.15], [0.10, 0.28, -0.71], [-0.36, 0.12, -0.07], [0.79, 0.29, -0.07], [0.02, -0.11, -0.32], [-0.41, -0.30, -0.05], [1.28, -0.14, 0.58], [-0.57, -0.05, -0.10], [-1.04, 0.54, 0.20], [0.27, -0.30, -0.43], [-0.26, -0.11, -0.14], [-0.06, 0.07, 0.11], [0.44, 0.10, 0.08], [-0.31, 0.30, 0.34], [0.01, 0.15, 0.27], [-0.08, -0.01, -0.13], [0.37, -0.41, -0.06], [-0.04, -0.11, -0.28]], "homo_energy_ev": -7.83, "max_force_ev_per_a": 1.45, "smiles": "Cc1c[nH]c2ccccc12.Cc1ccc(O)cc1", "e_tot_ha": -749.87477}



(4)
{"formula": "C16H17NO", "method": "ωB97M-V/def2-TZVPD", "symbols": ["C", "C", "C", "C", "C", "C", "C", "O", "H", "H", "H", "H", "H", "H", "H", "H", "C", "C", "C", "C", "C", "C", "C", "C", "C", "N", "H", "H", "H", "H", "H", "H", "H", "H", "H"], "coordinates": [[-1.419, 0.465, -4.494], [1.910, -0.245, -2.804], [0.791, -0.322, -3.619], [1.902, 0.706, -1.756], [-0.216, 0.692, -3.614], [0.914, 1.660, -1.760], [-0.146, 1.676, -2.663], [2.933, 0.922, -0.898], [2.643, -1.039, -2.894], [0.644, -1.135, -4.314], [3.607, 0.239, -0.855], [1.020, 2.392, -0.962], [-1.360, -0.514, -4.980], [-1.267, 1.183, -5.301], [-0.945, 2.391, -2.528], [-2.393, 0.410, -4.020], [-1.308, -3.453, 2.148], [-0.400, 0.120, 1.666], [-0.740, -0.923, 2.571], [-0.791, -2.095, 1.796], [-0.441, -1.771, 0.463], [-0.585, 1.787, 3.379], [-0.394, 1.438, 2.046], [-0.922, 0.758, 4.291], [-0.883, -0.567, 3.939], [-0.238, -0.465, 0.379], [-0.491, 2.835, 3.609], [-0.083, 2.130, 1.277], [-1.095, 1.021, 5.323], [-1.084, -1.336, 4.674], [0.235, 0.126, -0.323], [-0.374, -2.384, -0.420], [-1.314, -3.607, 3.226], [-0.759, -4.218, 1.598], [-2.350, -3.617, 1.859]], "atomic_forces_ev_per_a": [[0.99, -0.36, -0.85], [-0.86, -0.55, 0.77], [-0.40, 1.44, -0.02], [1.16, -0.27, -2.00], [-0.21, -2.36, 0.46], [-0.24, 0.66, 1.05], [0.22, -0.09, 0.51], [-0.07, 0.16, 0.72], [0.26, 0.20, 0.19], [0.32, -0.08, -0.09], [-0.16, -0.27, -0.38], [-0.22, 0.25, -0.22], [0.32, 0.07, 0.02], [-1.05, 0.16, -0.07], [0.04, 0.17, -0.19], [-0.06, 0.89, 0.19], [0.08, 0.18, 0.23], [-0.87, -0.88, 0.59], [0.84, 0.86, -0.27], [-1.05, -1.42, 0.57], [0.20, 1.34, -0.58], [-0.61, -1.15, -0.29], [1.17, -0.17, -1.24], [0.87, 1.12, 0.26], [-1.02, -0.74, -0.65], [0.60, 1.10, 0.82], [-0.16, 0.02, 0.52], [-0.22, 0.52, 0.19], [-0.01, -0.01, 0.09], [0.05, 0.04, 0.07], [-0.45, -0.75, -0.52], [0.06, -0.24, 0.09], [0.36, -0.20, -0.07], [0.18, -0.09, 0.33], [-0.07, 0.44, -0.23]], "total_charge": 1, "spin_multiplicity": 2, "homo_energy_ev": [-11.48, -11.48], "max_force_ev_per_a": 2.42, "e_tot_ha": -749.61052}



(5)
{"formula": "C16H17NO3S", "method": "ωB97M-V/def2-TZVPD", "symbols": ["O", "S", "O", "N", "H", "C", "H", "H", "C", "C", "C", "C", "C", "C", "C", "C", "C", "O", "H", "H", "H", "H", "H", "H", "H", "H", "H", "C", "C", "C", "C", "C", "C", "H", "H", "H", "H", "H"], "coordinates": [[-2.234, 1.362, -3.274], [-1.010, 1.193, -2.547], [0.200, 1.769, -3.062], [-0.811, -0.458, -2.337], [-1.434, -0.986, -2.927], [0.534, -0.962, -2.239], [0.886, -1.399, -3.181], [1.160, -0.097, -2.016], [0.696, -2.034, -1.128], [0.329, -1.474, 0.223], [-1.006, -1.241, 0.534], [-1.359, -0.718, 1.763], [-0.378, -0.413, 2.692], [0.948, -0.654, 2.392], [1.314, -1.192, 1.164], [2.750, -1.539, 0.885], [2.984, -1.744, -0.610], [1.997, -2.581, -1.176], [3.011, -0.773, -1.123], [3.931, -2.257, -0.791], [2.984, -2.469, 1.414], [3.416, -0.762, 1.265], [1.717, -0.436, 3.120], [-0.649, -0.002, 3.653], [-2.399, -0.552, 1.999], [-1.766, -1.482, -0.192], [0.033, -2.874, -1.368], [-1.234, 1.748, -0.866], [-0.131, 2.096, -0.112], [-0.312, 2.526, 1.191], [-1.591, 2.612, 1.717], [-2.692, 2.265, 0.949], [-2.513, 1.826, -0.352], [-3.343, 1.559, -0.986], [-3.686, 2.341, 1.362], [-1.732, 2.956, 2.731], [0.540, 2.801, 1.793], [0.849, 2.046, -0.560]], "atomic_forces_ev_per_a": [[-0.15, -0.17, 0.22], [-0.08, -0.45, 0.05], [0.01, -0.11, 0.34], [-0.28, 0.81, -0.26], [-0.24, 0.10, -0.17], [0.71, -0.37, 0.21], [-0.03, 0.12, 0.08], [0.19, -0.21, -0.03], [-0.33, 0.21, -0.27], [0.10, -0.12, 0.05], [-0.01, -0.05, 0.15], [-0.08, -0.10, 0.01], [0.04, -0.06, 0.08], [-0.05, -0.01, -0.02], [0.02, 0.01, -0.03], [-0.01, -0.20, -0.33], [0.28, 0.11, 0.27], [-0.12, -0.09, -0.05], [0.04, -0.05, 0.01], [-0.05, 0.15, 0.00], [0.08, 0.04, -0.01], [0.03, -0.01, 0.01], [0.09, 0.03, 0.09], [-0.03, 0.06, 0.09], [-0.09, 0.03, 0.01], [-0.10, -0.02, -0.02], [0.03, 0.11, 0.06], [0.07, -0.02, -0.56], [0.20, 0.05, 0.02], [-0.03, 0.01, -0.05], [-0.02, 0.08, -0.02], [0.02, 0.03, -0.04], [-0.19, 0.00, -0.05], [-0.18, -0.01, -0.01], [-0.09, 0.00, 0.02], [-0.01, 0.03, 0.10], [0.08, 0.01, 0.04], [0.17, 0.03, 0.01]], "homo_energy_ev": -9.00, "max_force_ev_per_a": 0.90, "smiles": "O=S(=O)(NC[C@H]1OCCc2ccccc21)c1ccccc1", "e_tot_ha": -1298.54973}



(6)
{"formula": "C16H17NO5", "method": "ωB97M-V/def2-TZVPD", "symbols": ["O", "C", "O", "H", "C", "C", "C", "C", "C", "C", "C", "H", "H", "N", "C", "O", "C", "C", "C", "C", "C", "H", "H", "C", "C", "O", "O", "H", "H", "H", "H", "H", "H", "H", "H", "H", "H", "H", "H"], "coordinates": [[1.060, 2.441, 5.436], [0.896, 1.256, 5.538], [1.889, 0.410, 5.836], [2.729, 0.887, 5.930], [-0.406, 0.525, 5.304], [-0.478, 0.234, 3.826], [-0.060, -0.989, 3.319], [-0.095, -1.249, 1.962], [-0.547, -0.272, 1.081], [-0.958, 0.962, 1.585], [-0.920, 1.211, 2.942], [-1.230, 2.173, 3.321], [-1.306, 1.728, 0.906], [-0.615, -0.458, -0.302], [-0.209, -1.522, -1.044], [0.297, -2.527, -0.593], [-0.404, -1.348, -2.551], [-1.584, -0.465, -2.963], [-1.269, 0.999, -2.928], [-0.043, 1.489, -2.821], [1.178, 0.632, -2.688], [1.510, 0.629, -1.645], [1.991, 1.053, -3.281], [0.909, -0.808, -3.142], [0.890, -0.904, -4.656], [0.029, -1.411, -5.322], [1.992, -0.374, -5.201], [1.968, -0.469, -6.166], [1.738, -1.445, -2.812], [0.125, 2.557, -2.807], [-2.116, 1.663, -3.035], [-1.865, -0.727, -3.988], [-2.453, -0.681, -2.335], [-0.558, -2.356, -2.950], [-0.973, 0.339, -0.814], [0.228, -2.202, 1.579], [0.299, -1.752, 3.994], [-1.231, 1.169, 5.607], [-0.407, -0.399, 5.879]], "atomic_forces_ev_per_a": [[-0.05, 0.17, -0.03], [-0.12, 0.32, 0.18], [0.37, -0.61, 0.15], [-0.26, 0.19, -0.09], [0.23, 0.07, -0.07], [-0.11, -0.14, 0.01], [-0.13, 0.25, 0.03], [0.07, -0.18, -0.15], [0.09, -0.05, 0.40], [0.04, -0.07, -0.05], [0.01, -0.12, -0.01], [-0.04, 0.11, 0.04], [-0.04, 0.08, -0.07], [-0.25, 0.30, -0.07], [-0.15, 0.07, -0.45], [0.17, -0.22, 0.11], [0.05, -0.19, -0.20], [0.01, -0.15, -0.08], [-0.26, 0.03, -0.17], [0.19, 0.12, 0.10], [0.12, -0.10, -0.06], [0.05, 0.01, -0.04], [-0.01, -0.01, 0.12], [0.09, -0.01, 0.04], [-0.17, -0.17, -0.02], [-0.15, -0.11, -0.07], [0.57, 0.29, -0.08], [-0.24, -0.11, 0.17], [-0.07, 0.03, -0.04], [-0.10, 0.15, -0.02], [-0.02, 0.18, -0.01], [-0.05, -0.03, 0.12], [0.01, 0.01, -0.02], [0.01, 0.13, 0.17], [0.10, -0.16, 0.03], [0.00, -0.02, -0.02], [0.03, -0.09, 0.08], [0.10, -0.03, 0.06], [-0.09, 0.04, 0.01]], "homo_energy_ev": -8.48, "max_force_ev_per_a": 0.73, "smiles": "O=C(O)Cc1ccc(NC(=O)[C@H]2CC=CC[C@@H]2C(=O)O)cc1", "e_tot_ha": -1050.92581}



(7)
{"formula": "C16H17NOS", "method": "ωB97M-V/def2-TZVPD", "symbols": ["C", "C", "C", "C", "C", "C", "C", "H", "N", "C", "O", "C", "H", "H", "S", "C", "C", "C", "C", "C", "C", "H", "H", "H", "H", "H", "H", "H", "C", "H", "H", "H", "H", "H", "H", "H"], "coordinates": [[4.171, 3.249, -0.113], [3.838, 1.787, -0.107], [4.848, 0.836, -0.166], [4.557, -0.521, -0.178], [3.234, -0.935, -0.131], [2.213, 0.004, -0.072], [2.520, 1.362, -0.061], [1.721, 2.089, -0.011], [0.858, -0.349, -0.029], [0.298, -1.577, 0.052], [0.886, -2.634, 0.070], [-1.231, -1.544, 0.055], [-1.594, -2.494, 0.447], [-1.576, -1.409, -0.972], [-1.900, -0.164, 1.049], [-3.476, 0.145, 0.292], [-4.189, -0.829, -0.391], [-5.418, -0.511, -0.944], [-5.944, 0.762, -0.807], [-5.236, 1.725, -0.106], [-4.005, 1.422, 0.441], [-3.443, 2.165, 0.986], [-5.642, 2.719, 0.011], [-6.903, 1.001, -1.240], [-5.968, -1.270, -1.480], [-3.805, -1.832, -0.489], [0.220, 0.437, 0.016], [2.992, -1.985, -0.135], [5.661, -1.531, -0.260], [6.003, -1.625, -1.291], [5.318, -2.507, 0.075], [6.511, -1.226, 0.347], [5.878, 1.160, -0.202], [5.046, 3.446, 0.503], [4.397, 3.576, -1.128], [3.338, 3.841, 0.257]], "atomic_forces_ev_per_a": [[-0.01, -0.02, -0.06], [-0.05, -0.09, 0.02], [-0.06, -0.06, 0.01], [-0.04, 0.21, 0.02], [-0.04, -0.14, 0.00], [0.34, -0.06, -0.07], [0.04, -0.08, 0.00], [-0.09, 0.10, 0.02], [-0.01, 0.51, 0.01], [-0.49, 0.01, 0.01], [0.13, -0.18, 0.00], [-0.34, 0.14, 0.25], [0.16, 0.05, -0.14], [0.03, -0.07, 0.00], [0.00, -0.11, -0.05], [0.30, -0.11, 0.06], [0.01, 0.01, 0.01], [-0.08, -0.02, -0.06], [-0.08, 0.00, -0.04], [-0.06, 0.03, 0.02], [0.06, -0.09, 0.03], [0.05, 0.13, 0.02], [-0.03, 0.08, 0.01], [-0.08, 0.02, -0.04], [-0.06, -0.05, -0.05], [0.04, -0.07, 0.00], [0.01, -0.23, 0.00], [-0.01, -0.05, 0.01], [-0.01, 0.01, -0.06], [0.06, -0.06, -0.04], [0.04, -0.09, 0.02], [0.07, -0.03, 0.03], [0.15, 0.05, 0.02], [0.04, 0.07, 0.04], [0.02, 0.09, -0.03], [-0.02, 0.09, 0.02]], "homo_energy_ev": -8.38, "max_force_ev_per_a": 0.51, "smiles": "Cc1cc(C)cc(NC(=O)CSc2ccccc2)c1", "e_tot_ha": -1148.10854}